# 1
{"formula": "C27H27N5O4S4Tl", "method": "ωB97M-V/def2-TZVPD", "symbols": ["Tl", "C", "S", "C", "S", "N", "N", "C", "C", "C", "C", "C", "C", "N", "H", "H", "H", "H", "H", "H", "H", "H", "O", "N", "C", "C", "C", "C", "C", "S", "H", "H", "H", "H", "N", "C", "C", "O", "O", "H", "H", "H", "H", "H", "O", "S", "C", "C", "C", "C", "C", "C", "C", "C", "C", "C", "C", "C", "H", "H", "H", "H", "H", "H", "H", "H", "H", "H"], "positions_angstrom": [[1.76413, 0.76784, 0.32040], [4.69803, 3.12238, 4.95757], [4.77100, 3.95146, 3.35779], [3.57123, 3.07404, 2.32404], [2.69385, 1.70531, 2.91203], [3.53193, 3.64772, 1.17576], [2.66969, 3.12043, 0.24361], [2.49108, 3.92122, -0.79659], [1.54107, 3.67977, -1.80755], [1.38238, 4.61022, -2.87640], [0.42163, 4.41992, -3.82512], [-0.41572, 3.28373, -3.73796], [-0.18795, 2.41246, -2.68994], [0.73853, 2.56035, -1.74590], [5.71498, 2.96461, 5.31683], [4.13976, 3.71428, 5.68294], [4.20341, 2.16073, 4.82129], [3.07154, 4.84137, -0.84273], [2.04097, 5.47087, -2.91523], [0.30591, 5.12887, -4.63770], [-1.18272, 3.07494, -4.47078], [-0.80955, 1.52157, -2.60547], [0.50126, -2.43589, -0.32295], [0.98518, -3.53530, 0.19683], [0.11844, -4.54119, 0.44492], [0.50708, -5.74021, 0.98080], [1.86471, -5.91904, 1.26546], [2.74061, -4.89855, 1.00698], [2.33792, -3.64947, 0.46900], [3.40425, -2.37271, 0.18135], [-0.89750, -4.29673, 0.17689], [-0.22970, -6.51100, 1.15816], [2.22327, -6.85283, 1.68207], [3.79635, -5.00101, 1.21321], [0.71578, -1.23548, -2.66192], [0.32388, -2.34221, -3.57244], [1.18174, -2.26758, -4.86624], [1.00701, -3.20121, -5.66314], [1.90761, -1.25042, -4.94152], [-0.11512, -0.74065, -2.33317], [1.33808, -0.63583, -3.24111], [1.16190, -1.59757, -1.79642], [-0.72115, -2.21937, -3.85115], [0.43670, -3.29178, -3.05732], [-2.02893, -0.49674, -1.48134], [-1.63464, 0.15536, -0.19406], [-1.88494, -1.02732, 1.12325], [-2.74036, -2.09770, 0.93128], [-2.87866, -3.03324, 1.94401], [-2.15109, -2.89911, 3.12106], [-1.28248, -1.83029, 3.28918], [-1.14081, -0.88512, 2.28249], [-2.99450, 1.25021, 0.22818], [-4.12349, 1.25755, -0.57031], [-5.15392, 2.13973, -0.27303], [-5.04113, 3.00569, 0.80519], [-3.89154, 3.00084, 1.58694], [-2.85779, 2.12588, 1.29645], [-3.25628, -2.19767, -0.01591], [-3.53600, -3.88365, 1.80799], [-2.24304, -3.64639, 3.89939], [-0.68820, -1.74391, 4.18937], [-0.42466, -0.07702, 2.38359], [-4.16715, 0.58309, -1.41611], [-6.04207, 2.15747, -0.89248], [-5.84287, 3.69857, 1.02860], [-3.79300, 3.69182, 2.41429], [-1.94596, 2.13391, 1.88276]], "orbital_gap_ha": [0.142, 0.215], "largest_force_ev_per_a": 0.197, "spin_multiplicity": 2, "lumo_ha": [0.140, 0.140], "s2": 0.7737, "mol_weight_g_mol": 818.195, "homo_ha": [-0.002, -0.075], "charge": -2}

# 2
{"formula": "C4H6", "method": "ωB97M-V/def2-TZVPD", "symbols": ["C", "C", "C", "H", "H", "H", "H", "C", "H", "H"], "positions_angstrom": [[0.66205, 0.68632, 1.40438], [1.03499, 0.01335, 0.29981], [0.54454, 0.21023, -1.08386], [-0.06524, 1.50219, 1.35931], [1.14165, 0.49787, 2.36782], [1.81327, -0.75288, 0.42134], [0.74963, -0.66761, -1.72309], [-0.07319, 1.29791, -1.61952], [-0.14833, 2.09463, -0.84080], [-1.66113, -0.40031, 2.49650]], "orbital_gap_ha": 0.189, "largest_force_ev_per_a": 0.762, "lumo_ha": 0.286, "mol_weight_g_mol": 54.092, "homo_ha": 0.097, "charge": -2}

# 3
{"formula": "C32H30BrFNO5P2RuS", "method": "ωB97M-V/def2-TZVPD", "symbols": ["Ru", "O", "S", "O", "O", "O", "O", "C", "C", "C", "N", "C", "Br", "C", "H", "H", "H", "H", "C", "C", "P", "C", "C", "C", "C", "C", "C", "C", "C", "C", "C", "C", "C", "C", "P", "C", "C", "C", "C", "C", "C", "C", "C", "C", "C", "C", "C", "H", "H", "H", "H", "H", "H", "H", "H", "H", "H", "H", "H", "H", "H", "H", "H", "H", "H", "H", "H", "H", "H", "H", "H", "H", "H", "F"], "positions_angstrom": [[-0.06378, -0.65012, 1.31501], [-2.68803, -3.43585, 1.74677], [-1.31375, -3.13880, 1.42267], [-0.52789, -4.32264, 1.13022], [-1.26978, -2.20904, 0.21873], [-0.66872, -2.36639, 2.53669], [2.58910, -6.35780, 0.66671], [2.20800, -5.07656, 0.60964], [1.62018, -4.51743, -0.52486], [1.22754, -3.20061, -0.48249], [1.43783, -2.41584, 0.56502], [1.96832, -2.96016, 1.64574], [2.11929, -1.78151, 3.11274], [2.40317, -4.26231, 1.72800], [2.25014, -6.84670, -0.09487], [1.41352, -5.11221, -1.40061], [0.69307, -2.75503, -1.30889], [2.82360, -4.66851, 2.63207], [-0.46291, 0.59161, -2.68217], [-1.58141, 0.09996, -1.75183], [-1.67431, 1.06225, -0.16150], [-2.70224, 0.06754, 0.98164], [-2.39317, 0.13993, 2.35021], [-3.14485, -0.59007, 3.26210], [-4.19423, -1.37372, 2.81907], [-4.49987, -1.44203, 1.46620], [-3.76716, -0.71530, 0.54877], [-2.95762, 2.30309, -0.60877], [-2.99678, 2.85167, -1.88591], [-4.01835, 3.70691, -2.24973], [-5.00499, 4.03716, -1.33852], [-4.94446, 3.53458, -0.04975], [-3.92197, 2.68122, 0.32069], [0.93738, 0.13528, -2.27719], [1.40783, 0.59794, -0.54159], [3.03662, -0.17507, -0.27153], [3.60295, -1.16649, -1.06812], [4.74729, -1.82202, -0.64697], [5.35245, -1.48920, 0.55261], [4.82915, -0.46567, 1.32546], [3.66529, 0.16585, 0.92991], [1.80022, 2.37888, -0.67115], [3.10562, 2.84649, -0.54416], [3.37335, 4.20073, -0.59710], [2.35705, 5.11450, -0.81179], [1.05954, 4.65645, -0.96015], [0.78125, 3.30594, -0.87242], [-0.45648, 1.68188, -2.73928], [-0.66248, 0.21678, -3.69121], [-1.41676, -0.94722, -1.48026], [-2.54795, 0.18663, -2.25751], [-1.62990, 0.83717, 2.70866], [-2.89143, -0.55131, 4.31175], [-4.76833, -1.95206, 3.52454], [-5.29778, -2.08174, 1.12089], [-4.00152, -0.76779, -0.50545], [-2.24432, 2.60349, -2.61675], [-4.04202, 4.11305, -3.24871], [-5.81471, 4.68666, -1.62956], [-5.69760, 3.80521, 0.67414], [-3.88193, 2.29062, 1.32738], [1.67473, 0.56860, -2.95954], [0.99731, -0.95236, -2.34513], [3.15738, -1.44512, -2.01179], [5.15545, -2.61213, -1.25878], [6.22137, -2.03174, 0.89084], [5.30141, -0.18468, 2.25319], [3.21004, 0.91526, 1.56386], [3.91748, 2.15384, -0.39699], [4.38657, 4.54562, -0.46913], [2.57062, 6.17340, -0.84293], [0.25817, 5.35797, -1.13325], [-0.24664, 2.97658, -0.93150], [0.73579, 1.25252, 2.05789]], "orbital_gap_ha": [0.250, 0.240], "largest_force_ev_per_a": 3.527, "spin_multiplicity": 2, "lumo_ha": [-0.045, -0.068], "s2": 1.2357, "mol_weight_g_mol": 802.581, "homo_ha": [-0.295, -0.307], "charge": 0}

# 4
{"formula": "C14H21Br24ClFNO3S", "method": "ωB97M-V/def2-TZVPD", "symbols": ["C", "C", "O", "C", "N", "C", "C", "C", "Cl", "S", "O", "O", "F", "H", "H", "H", "H", "H", "H", "H", "H", "H", "H", "H", "H", "H", "C", "Br", "Br", "Br", "H", "C", "Br", "Br", "Br", "H", "C", "Br", "Br", "Br", "H", "C", "Br", "Br", "Br", "H", "C", "Br", "Br", "Br", "H", "C", "Br", "Br", "Br", "H", "C", "Br", "Br", "Br", "H", "C", "Br", "Br", "Br", "H"], "positions_angstrom": [[-4.79568, 4.30280, 0.28868], [-4.43223, 3.86555, -1.11341], [-5.04811, 2.63052, -1.47489], [-4.23407, 1.52475, -1.67874], [-4.24482, 0.49560, -0.59409], [-3.22844, 0.84707, 0.44233], [-3.26611, 0.09087, 1.75514], [-2.99401, -1.40645, 1.63165], [-1.27109, -1.75325, 1.93261], [-5.75968, 0.20107, -0.04063], [-6.68699, 0.33942, -1.09332], [-5.74025, -0.96488, 0.76291], [-5.99409, 1.38417, 0.95192], [-5.87367, 4.20841, 0.39973], [-4.34428, 3.68509, 1.06079], [-4.53408, 5.34642, 0.43712], [-3.35321, 3.83754, -1.27467], [-4.82788, 4.61452, -1.79887], [-4.54778, 1.02692, -2.59132], [-3.18724, 1.80619, -1.78572], [-2.26814, 0.61290, -0.01800], [-3.22991, 1.91794, 0.64132], [-4.16210, 0.27042, 2.33880], [-2.44977, 0.51191, 2.33950], [-3.28045, -1.82503, 0.67503], [-3.54987, -1.92036, 2.40604], [0.18704, -1.74099, -2.20726], [1.06852, -2.56938, -0.71695], [-1.72324, -1.91104, -2.04770], [0.74269, 0.08214, -2.47855], [0.47080, -2.30325, -3.08383], [-4.90262, -5.00479, -1.26237], [-3.23203, -5.40695, -0.39643], [-4.73564, -3.45760, -2.38836], [-5.59221, -6.51418, -2.22802], [-5.61474, -4.75740, -0.48886], [2.59138, 3.71877, -3.32652], [3.53872, 2.83803, -1.90269], [0.68808, 3.70526, -3.03184], [3.25389, 5.49630, -3.61938], [2.76872, 3.15674, -4.23164], [4.21127, 0.15824, 1.24055], [5.16193, -0.88321, 2.55298], [2.35535, 0.31929, 1.69156], [5.01673, 1.89008, 0.98513], [4.27816, -0.37834, 0.30387], [2.30586, -6.33741, 1.45077], [1.27314, -6.78662, -0.11190], [2.71883, -4.45984, 1.48927], [1.43137, -6.90129, 3.06184], [3.24196, -6.87139, 1.38250], [5.70244, 1.84399, 4.92224], [6.32000, 0.65737, 6.30257], [3.79983, 2.09724, 4.99914], [6.64286, 3.51910, 4.94291], [5.91766, 1.37181, 3.97447], [3.44903, -5.04064, -2.74105], [4.00970, -6.78413, -3.31356], [4.94069, -3.92641, -2.26690], [2.32532, -4.19334, -4.05183], [2.84857, -5.16886, -1.85063], [7.99284, 4.92199, 0.65166], [8.83050, 3.88259, 2.02867], [6.10641, 5.05382, 1.01143], [8.79530, 6.65129, 0.43041], [8.11880, 4.38293, -0.27555]], "orbital_gap_ha": 0.363, "largest_force_ev_per_a": 1.350, "lumo_ha": -0.010, "mol_weight_g_mol": 2255.540, "homo_ha": -0.373, "charge": 0}

Copy entry 2 word for word.
{"formula": "C4H6", "method": "ωB97M-V/def2-TZVPD", "symbols": ["C", "C", "C", "H", "H", "H", "H", "C", "H", "H"], "positions_angstrom": [[0.66205, 0.68632, 1.40438], [1.03499, 0.01335, 0.29981], [0.54454, 0.21023, -1.08386], [-0.06524, 1.50219, 1.35931], [1.14165, 0.49787, 2.36782], [1.81327, -0.75288, 0.42134], [0.74963, -0.66761, -1.72309], [-0.07319, 1.29791, -1.61952], [-0.14833, 2.09463, -0.84080], [-1.66113, -0.40031, 2.49650]], "orbital_gap_ha": 0.189, "largest_force_ev_per_a": 0.762, "lumo_ha": 0.286, "mol_weight_g_mol": 54.092, "homo_ha": 0.097, "charge": -2}